The following is a DFT calculation (ωB97M-V/def2-TZVPD) of a structure of composition C39H60ClIN3O6PSi2.

Results
HOMO energy, eV: -7.94
Electronic energy, a.u.: -3815.27474
LUMO level, eV: -1.12
Orbital gap, eV: 6.8

XYZ file:
```
113
C39H60ClIN3O6PSi2 (ωB97M-V/def2-TZVPD)
C -0.2399 -2.1348 -0.4651
C -0.5720 -0.7634 -0.9387
C -2.0581 -0.1967 -1.3354
Si -3.0792 0.3419 0.2080
C -2.1018 1.6606 1.2855
C -1.0460 2.5531 0.4048
C -1.7417 3.5219 -0.7317
C -0.5671 4.3377 -1.5989
C 0.2836 3.2124 -2.4498
C 1.1958 3.9527 -3.6130
C 1.7005 2.8337 -4.7479
C 3.3409 2.8479 -4.7116
C 4.0627 1.6677 -5.5967
C 3.7334 0.1332 -5.0794
C 4.1034 -0.1112 -3.4937
C 2.6980 -0.6773 -2.7892
C 2.3740 -2.2271 -3.2498
C 3.4791 -3.2769 -2.6287
C 3.5624 -3.1892 -0.9729
C 5.0815 -2.7414 -0.5355
O -3.4624 -0.9831 1.3156
Si -3.9143 -2.4468 0.4570
C -5.7774 -2.5419 -0.0213
C -5.9557 -3.2592 -1.4958
C -5.7860 -2.1351 -2.7000
Cl -7.4433 -1.2507 -2.8022
P -3.5545 -4.1827 1.8256
O -2.1864 -5.1272 1.2820
I -2.9334 -3.1845 3.9909
C -4.7156 1.2074 -0.3300
C -5.9319 1.6170 0.6713
C -7.2425 2.3267 0.0822
N -7.6423 2.6931 -1.3049
C -6.5161 2.2717 -2.1833
C -5.0983 1.5967 -1.8638
H -0.0764 -2.3757 0.6844
H -0.1752 -3.0809 -1.1896
H 0.3469 -0.0189 -1.0794
H -1.8802 0.7767 -2.0015
H -2.6119 -0.9596 -2.0463
H -1.5432 1.1119 2.1619
H -2.9513 2.3174 1.7940
H -0.4895 3.2676 1.1810
H -0.1942 1.8517 -0.0320
H -2.3454 2.9114 -1.5566
H -2.4836 4.3168 -0.2524
H -1.1372 5.1211 -2.2952
H 0.0944 4.8889 -0.7950
H -0.4310 2.4663 -3.0189
H 1.0041 2.6489 -1.6934
H 0.6407 4.8108 -4.1846
H 2.1343 4.4022 -3.0703
H 1.3430 1.7394 -4.4717
H 1.2445 3.0909 -5.8052
H 3.7145 2.8254 -3.6020
H 3.6828 3.9005 -5.1518
H 5.2344 1.8662 -5.5527
H 3.7474 1.7687 -6.7221
H 2.5782 -0.0332 -5.2638
H 4.3829 -0.6022 -5.7341
H 4.4146 0.8757 -2.9209
H 5.0068 -0.8732 -3.3400
H 1.8298 0.0205 -3.2028
H 2.7650 -0.5589 -1.6066
H 2.4657 -2.2750 -4.4370
H 1.2628 -2.5234 -2.9832
H 4.5403 -3.0184 -3.1080
H 3.1597 -4.3944 -2.8880
H 3.3770 -4.2556 -0.5261
H 2.7348 -2.4645 -0.5165
H 5.6569 -3.7174 -0.2415
H 5.0986 -1.9993 0.3941
H 5.6490 -2.2001 -1.4058
H -3.1095 -2.7331 -0.7328
H -6.3143 -3.2213 0.7922
H -6.2525 -1.4726 -0.0162
H -5.0746 -4.0418 -1.6297
H -7.0122 -3.7930 -1.5929
H -5.6147 -2.6813 -3.7283
H -4.8913 -1.3888 -2.5061
H -1.8984 -4.7165 0.4144
H -5.8396 1.4021 1.8254
H -8.0641 2.6255 0.8989
H -6.7237 2.4842 -3.3421
H -4.3338 1.3791 -2.7328
C 7.5040 -4.4995 4.8471
C 7.9841 -3.4192 5.5890
C 7.6139 -2.1167 5.2486
C 6.7547 -1.9070 4.1611
C 6.2774 -2.9892 3.4098
C 6.6569 -4.2870 3.7581
N 6.3415 -0.5420 3.8138
O 6.8004 0.3901 4.4908
O 5.5547 -0.4002 2.8668
H 7.7910 -5.5137 5.1199
H 8.6452 -3.5927 6.4355
H 7.9966 -1.2855 5.8368
H 5.6140 -2.8405 2.5604
H 6.2893 -5.1340 3.1830
C -2.7624 0.5503 6.0469
C -2.3529 1.3175 7.1387
C -2.4427 2.7099 7.0887
C -2.9506 3.3262 5.9367
C -3.3551 2.5589 4.8363
C -3.2580 1.1673 4.8970
N -3.0712 4.7883 5.8877
O -2.6850 5.4330 6.8740
O -3.5559 5.2937 4.8651
H -2.6958 -0.5353 6.0928
H -1.9664 0.8294 8.0309
H -2.1196 3.2936 7.9479
H -3.7465 3.0244 3.9341
H -3.5723 0.5627 4.0491
```

Results of the Mulliken charge analysis, in e, for atoms 1 through 2: -0.83, 0.07